[1]
This record from the Open Molecules 2025 dataset describes a gas-phase ion, C3H7NOS (charge -1). The level of theory is wB97M-V/def2-TZVPD.

## Properties
**HOMO level (alpha / beta)**: 0.6 / -3.8 eV
**Spin multiplicity**: 2
**Relative energy (zero: lowest compared OMol25 entry of this formula, charge and spin)**: 87.4 kJ/mol
**HOMO-LUMO gap (alpha / beta)**: 2.928 / 7.334 eV
**<S²>**: 0.754
**Net charge**: -1

Each line ends with the Mulliken spin population.
CARTESIAN COORDINATES (ANGSTROEM)
H: -0.8850 -1.3063 -0.9883  -0.052
H: -0.9671 -1.8268 0.5503  -0.092
H: -1.5389 1.5607 0.9030  0.005
S: 1.9330 -0.4501 -1.5738  0.224
H: 1.4378 -1.6007 -1.0993  -0.024
N: -1.0533 -0.9954 -0.0228  0.147
C: 0.5815 0.6366 -0.8426  0.076
C: -0.7008 0.9816 1.3481  0.552
H: 1.1259 1.5553 -0.6662  -0.147
H: -0.2062 0.8286 -1.5704  0.062
O: -0.4290 1.0831 2.5530  0.223
H: 0.7425 -0.4628 1.0111  -0.019
C: -0.0404 -0.0038 0.3979  0.045

[2]
This record from the Open Molecules 2025 dataset describes a single C22H31N3O2 molecule. The level of theory is wB97M-V/def2-TZVPD.

## Properties
**HOMO level**: -7.8 eV
**SMILES**: Cc1cc(C(=O)N2CCN(C(=O)C3=CCC3)[C@H]3CCCC[C@@H]3C2)c(C)n1C
**Relative energy (zero: lowest compared OMol25 entry of this formula, charge and spin)**: 161.2 kJ/mol
**HOMO-LUMO gap**: 8.649 eV

Each line ends with the Löwdin charge.
CARTESIAN COORDINATES (ANGSTROEM)
H: 4.3636 3.5867 -1.8702  0.100
H: 0.2462 1.5293 -2.2025  0.060
C: 0.5034 -1.1419 -1.5148  -0.380
H: 0.6638 1.3606 3.0372  0.109
H: -1.0191 -2.4752 0.3249  0.105
H: -0.7189 -0.2216 1.2168  0.148
H: -1.5917 -0.9994 4.8684  0.108
H: 2.8347 3.7409 -2.7575  0.103
C: -1.9961 -1.8887 -1.8254  -0.005
H: 3.3975 -0.1967 -0.4487  0.093
C: 3.0105 1.8349 -1.6672  -0.033
H: -4.7408 0.8631 -2.4627  0.083
N: 0.8498 -1.9378 -0.4533  -0.030
C: 2.9149 -0.7483 0.3475  -0.104
H: -1.5555 0.3324 3.7199  0.120
C: -0.9652 -1.5657 2.8845  -0.163
H: -3.4855 2.0734 -2.1979  0.090
H: 2.4032 -2.8654 0.5200  0.116
H: -1.0754 2.0816 -3.2320  0.088
H: -3.6861 1.3452 -3.8005  0.099
H: -5.2340 -1.2943 -1.6705  0.078
C: -1.4645 0.2842 -2.1400  -0.202
N: -2.8081 0.1053 -2.3396  -0.061
H: 3.1783 0.9586 -2.2765  0.099
C: 2.3539 2.0353 -0.5194  -0.156
H: 0.3601 0.4935 5.3193  0.109
H: 1.6013 4.1020 -0.6579  0.110
H: 0.9010 -1.1042 4.8306  0.114
N: 1.9274 0.1014 0.9796  0.006
C: 1.5163 1.2960 0.4667  -0.386
O: 0.4971 1.8563 0.8582  0.054
H: 3.6863 -1.0121 1.0783  0.125
C: -0.0329 -2.1927 0.6808  -0.114
C: 3.3112 3.3010 -1.8792  -0.143
H: -4.8888 -1.5477 -3.3823  0.081
H: 2.1755 0.6682 3.6110  0.122
C: 1.1492 0.4283 3.3196  -0.137
C: -0.9299 -0.9397 -1.8041  -0.097
C: 0.3864 -0.2022 4.4782  -0.196
H: -0.4921 -2.4878 3.2482  0.121
H: 3.1101 3.9627 0.2695  0.110
C: -3.1370 -1.2228 -2.1695  -0.280
C: 2.5283 3.5396 -0.5508  -0.111
H: -1.9303 -2.9524 -1.6600  0.114
C: 2.2739 -2.0535 -0.1956  -0.111
C: -1.0267 -0.5719 4.0371  -0.195
H: -1.9693 -1.8448 2.5536  0.120
O: 1.3835 -0.6302 -2.2007  0.055
H: 0.3759 -3.0649 1.2013  0.128
C: -0.8334 1.6273 -2.2679  -0.001
H: 1.8110 -1.3695 2.4043  0.156
H: -1.1629 2.3014 -1.4736  0.087
C: 1.2003 -0.5051 2.1086  -0.223
H: 2.7790 -2.3297 -1.1199  0.124
C: -3.7269 1.1532 -2.7262  -0.011
C: -4.5215 -1.7372 -2.3710  -0.039
H: -4.5289 -2.8137 -2.2104  0.079
C: -0.1716 -1.0451 1.6837  -0.236

[3]
This record from the Open Molecules 2025 dataset describes a molecular structure, C28H28MgN4SSb. The level of theory is wB97M-V/def2-TZVPD.

## Properties
**HOMO level**: -10.9 eV
**Relative energy (zero: lowest compared OMol25 entry of this formula, charge and spin)**: 2.4 kJ/mol
**HOMO-LUMO gap**: 7.356 eV
**Net charge**: +1

Each line ends with the Löwdin charge.
CARTESIAN COORDINATES (ANGSTROEM)
H: -3.6159 -2.5718 -1.4788  0.094
C: -2.0527 1.3161 -3.5923  -0.050
H: -4.1733 1.3538 1.9834  0.043
H: -3.6084 -2.8773 1.5099  0.085
C: -1.3384 2.2290 3.5374  -0.854
C: 1.3354 2.3895 1.3929  -0.059
H: -6.8273 -2.3051 1.9254  0.116
Mg: -0.5364 0.2771 1.4374  0.423
H: -1.8248 4.0227 4.3356  0.116
C: -2.5161 2.0642 -0.1313  -0.333
C: -5.0958 -1.3864 1.0633  -0.308
C: -3.4127 -2.0112 -4.7965  -0.064
H: -2.7005 -0.2083 -5.6976  0.115
C: 3.4829 0.9449 -1.3058  -0.023
H: -0.7323 2.0492 -1.3356  0.075
H: 3.5005 2.7709 -0.1676  0.125
H: -7.6199 0.3479 -1.3338  0.110
H: 4.3706 1.1886 -1.8737  0.122
H: -4.0887 -3.6752 -3.6174  0.110
H: -5.1985 0.7669 -1.5689  0.108
C: -2.8811 -0.7568 -2.3759  -0.316
H: -4.6822 -2.4927 2.8542  0.085
C: -1.2571 4.0374 -0.7840  -0.076
N: -0.3476 2.8156 2.8705  0.011
C: -7.3690 -1.0082 0.3138  -0.061
H: 3.1542 -0.9695 -2.2500  0.117
C: -3.6711 -2.6773 -3.6082  -0.072
C: -4.1425 -2.0653 2.0109  -0.064
H: -8.4274 -1.2083 0.4175  0.110
C: -2.1702 4.8370 -0.1155  -0.055
H: -3.8755 4.8680 1.1719  0.120
C: 1.6740 -0.5044 -0.7760  -0.107
H: -0.4210 4.4813 -1.3095  0.111
C: -5.5604 0.0958 -0.7967  -0.130
H: -2.5717 1.9607 -2.8859  0.064
C: -4.6580 -0.5176 0.0660  -0.347
C: -4.4144 2.3424 1.6038  -0.053
C: -1.4366 2.6671 -0.7855  -0.200
C: -2.8931 -0.7279 -4.7667  -0.041
N: 0.2524 2.0359 1.9838  -0.132
H: -2.1489 1.7507 -4.5857  0.086
C: -3.1899 4.2455 0.6086  -0.039
C: -6.9181 -0.1391 -0.6697  -0.070
H: -4.4877 3.0182 2.4558  0.078
C: 2.8084 -0.2506 -1.5223  -0.031
N: 1.2092 0.3351 0.1516  0.025
H: -3.6202 -2.4869 -5.7457  0.111
C: -3.4008 -2.0491 -2.4055  -0.144
H: -2.0733 5.9144 -0.1397  0.112
H: 1.8286 3.3296 1.6196  0.140
C: -6.4656 -1.6235 1.1648  -0.036
C: 1.8687 1.4933 0.3774  -0.252
H: 1.1102 -1.4176 -0.9277  0.121
C: -3.3654 2.8609 0.6548  -0.281
Sb: -2.5922 -0.0970 -0.3335  1.544
C: 3.0070 1.8268 -0.3529  0.006
C: -2.6155 -0.0782 -3.5647  -0.292
H: -5.3972 2.2963 1.1338  0.090
H: -0.9897 1.3067 -3.3362  0.080
N: -2.0757 3.0485 4.2925  0.111
H: -3.4082 -1.3620 2.4065  0.005
S: -1.7080 0.5433 3.5783  0.623
H: -2.7700 2.6761 4.9136  0.098

[4]
This record from the Open Molecules 2025 dataset describes 2 unconnected molecules or ions with the total composition C5H10N2O2. The level of theory is wB97M-V/def2-TZVPD.

## Properties
**HOMO level**: -9.5 eV
**Relative energy (zero: lowest compared OMol25 entry of this formula, charge and spin)**: 673.5 kJ/mol
**HOMO-LUMO gap**: 10.146 eV

Each line ends with the Löwdin charge.
CARTESIAN COORDINATES (ANGSTROEM)
H: -2.7765 -0.2555 0.8753  0.197
C: -1.9352 -0.8455 -0.2273  -0.063
C: 0.0498 0.5606 0.3206  -0.382
H: 0.1214 2.5286 0.6345  0.110
O: 3.5303 0.4280 -0.1762  0.098
H: -2.4409 -0.2897 -1.2066  0.121
H: 2.6480 -1.7441 0.4459  0.110
O: 1.3968 0.9550 -0.2017  0.004
H: -1.6356 2.2649 0.6417  0.083
H: -2.0309 -2.0139 -0.1759  0.082
N: 0.4961 -1.6302 0.3905  -0.008
N: 1.8574 -1.3736 -0.0353  0.035
H: 0.4941 -2.4385 -0.3745  0.168
H: -0.1969 -0.4421 -1.2225  0.122
H: -0.9672 2.4657 -1.0404  0.148
C: 2.3816 0.0632 0.0226  -0.463
H: 0.1267 0.5288 1.5170  0.201
C: -0.7008 1.8833 0.0583  -0.088
C: -0.4180 -0.6450 -0.2460  -0.473

[5]
This record from the Open Molecules 2025 dataset describes a molecular structure, C19H25As2NPdTe. The level of theory is wB97M-V/def2-TZVPD.

## Properties
**HOMO level**: -14.2 eV
**Relative energy (zero: lowest compared OMol25 entry of this formula, charge and spin)**: 36.1 kJ/mol
**HOMO-LUMO gap**: 7.253 eV
**Net charge**: +2

Each line ends with the Löwdin charge.
CARTESIAN COORDINATES (ANGSTROEM)
H: -4.8177 -1.7068 -0.4921  0.134
C: 2.2340 -1.1315 1.0702  -0.415
Pd: -0.6875 -1.4725 -0.7033  0.144
H: -3.8154 5.8520 -2.5538  0.119
C: 1.6098 -1.0805 3.3977  -0.076
H: 4.7018 0.2264 2.9340  0.124
H: 1.7468 -4.1102 -0.5433  0.017
C: -2.3452 2.8250 -2.2072  -0.301
H: 0.4912 -4.6293 1.2884  0.021
C: -1.8443 5.5227 -1.7725  -0.047
C: -3.0632 5.1173 -2.3013  -0.046
C: -1.1227 3.2313 -1.6754  -0.300
H: 4.1872 -0.3464 0.5985  0.110
H: 3.7776 -0.7314 -1.8170  0.052
As: -0.3510 -2.2630 1.5786  1.110
H: 0.3291 -4.2032 3.0072  0.054
H: -1.6450 6.5734 -1.6130  0.118
H: -1.3852 -1.9940 3.8347  0.046
H: -2.6367 -2.0411 2.5835  0.035
H: -0.0218 1.9598 -0.2605  0.069
C: 2.3638 -3.3713 -1.0461  -0.227
H: 2.3674 -3.5706 -2.1162  0.050
C: -3.3136 3.7728 -2.5190  -0.022
H: -1.1131 -4.6048 2.0427  0.048
H: 0.9171 2.4978 -1.6713  0.060
H: 3.3820 -3.4169 -0.6609  0.057
C: -2.6150 1.3496 -2.3853  -0.387
H: 2.4155 -0.7099 -2.9499  0.037
H: -3.1428 1.0986 -3.3023  0.071
C: -0.1332 -4.1301 2.0238  -0.232
N: -3.8150 -1.6400 -0.4988  0.220
H: 3.0633 -0.2280 4.7205  0.125
H: -1.6984 -0.5479 2.8371  0.049
C: 3.7533 -0.2335 2.6924  -0.035
C: 3.4598 -0.5560 1.3728  -0.074
C: -2.6680 -1.5797 -0.5624  -0.219
C: 1.3107 -1.4069 2.0822  -0.412
H: -3.1510 0.9401 -1.5315  0.044
H: -4.2616 3.4598 -2.9384  0.124
C: 2.8319 -0.4898 3.6969  -0.034
C: 2.7207 -0.4917 -1.9277  -0.278
H: 0.9087 -1.2795 4.1988  0.110
C: -0.0704 2.2014 -1.3213  -0.374
H: 0.0786 4.9030 -1.0612  0.123
As: 1.6972 -1.5881 -0.7177  1.047
C: -0.8751 4.5834 -1.4626  -0.025
H: 2.5658 0.5638 -1.7095  0.027
C: -1.6614 -1.6348 2.8444  -0.253
Te: -0.6591 0.5115 -2.4831  1.413

| no. | E_tot (eV) | F_max (eV/A) |
| --- | --- | --- |
| 1 | -17595.8744 | 2.26 |
| 2 | -31882.6850 | 0.12 |
| 3 | -58264.6532 | 1.15 |
| 4 | -12416.4921 | 6.25 |
| 5 | -154034.6107 | 0.59 |